(1)
Here is C51H42AsIrNP2S as an isolated structure from the OMol25 dataset. Energies are from ωB97M-V with the def2-TZVPD basis set.

The LUMO energy (spin up / spin down) comes out at -2.2 / -4.8 eV. As for the total energy: -5443.96863 Ha. As for the spin multiplicity: 5. The frontier orbital gap (spin up / spin down) is 5.044 / 5.331 eV. Its charge is +1. Its energy above the lowest of the compared OMol25 structures with the same formula, charge and spin is 0.0 kcal per mole. For the highest occupied orbital energy (spin up / spin down), the calculation gives -7.29 / -10.09 eV.

CARTESIAN COORDINATES (ANGSTROEM)
Ir (11.778, 11.676, 13.306)
C (10.234, 11.167, 17.404)
N (11.008, 11.221, 16.139)
P (12.283, 12.159, 15.550)
C (13.736, 11.877, 16.617)
C (14.867, 11.510, 15.900)
C (16.034, 11.241, 16.578)
C (16.094, 11.277, 17.968)
C (15.044, 11.736, 18.656)
C (13.844, 12.037, 17.978)
C (11.835, 13.837, 15.888)
C (10.564, 14.006, 15.045)
C (10.073, 15.393, 14.955)
C (10.674, 16.426, 15.628)
C (11.851, 16.195, 16.447)
C (12.382, 14.846, 16.609)
P (10.613, 10.344, 14.723)
C (8.838, 10.246, 14.581)
C (8.269, 10.938, 13.521)
C (6.870, 10.794, 13.281)
C (6.102, 9.931, 14.102)
C (6.725, 9.206, 15.137)
C (8.091, 9.335, 15.311)
C (11.243, 8.694, 14.754)
C (12.603, 8.509, 15.148)
C (13.245, 7.313, 14.808)
C (12.548, 6.343, 14.144)
C (11.251, 6.550, 13.620)
C (10.602, 7.708, 13.908)
H (10.467, 11.955, 18.091)
H (10.410, 10.261, 17.862)
H (9.083, 11.338, 17.246)
H (14.785, 11.519, 14.837)
H (16.955, 10.991, 16.076)
H (16.891, 10.821, 18.521)
H (15.001, 11.798, 19.765)
H (12.938, 12.337, 18.605)
H (9.852, 13.367, 15.463)
H (9.168, 15.624, 14.454)
H (10.300, 17.440, 15.630)
H (12.280, 17.083, 16.921)
H (13.272, 14.545, 17.098)
H (8.927, 11.449, 12.770)
H (6.330, 11.306, 12.536)
H (5.019, 9.905, 13.947)
H (6.096, 8.614, 15.808)
H (8.586, 8.891, 16.107)
H (13.140, 9.244, 15.626)
H (14.328, 7.160, 15.073)
H (12.952, 5.349, 13.907)
H (10.755, 5.717, 13.174)
H (9.583, 7.760, 13.516)
S (11.285, 10.344, 11.495)
C (12.410, 10.758, 10.151)
C (12.430, 9.922, 9.035)
C (13.336, 10.084, 8.025)
C (14.225, 11.120, 7.978)
C (14.272, 11.971, 9.126)
C (13.389, 11.827, 10.208)
As (13.570, 12.640, 12.002)
C (15.314, 11.880, 12.343)
C (15.679, 10.579, 11.979)
C (16.919, 10.101, 12.170)
C (17.901, 10.870, 12.778)
C (17.563, 12.138, 13.312)
C (16.326, 12.658, 13.076)
C (13.842, 14.569, 11.896)
C (14.149, 15.169, 10.723)
C (14.467, 16.497, 10.620)
C (14.328, 17.337, 11.742)
C (13.963, 16.765, 12.948)
C (13.600, 15.418, 13.006)
H (11.735, 9.059, 9.126)
H (13.172, 9.297, 7.305)
H (14.843, 11.238, 7.120)
H (14.918, 12.770, 9.032)
H (14.857, 10.016, 11.526)
H (17.240, 9.189, 11.732)
H (18.924, 10.472, 12.832)
H (18.254, 12.794, 13.811)
H (16.059, 13.607, 13.446)
H (13.997, 14.648, 9.764)
H (14.630, 16.929, 9.647)
H (14.515, 18.371, 11.643)
H (13.761, 17.390, 13.848)
H (13.356, 14.920, 13.903)
C (10.705, 13.503, 13.526)
C (10.459, 14.067, 12.422)
C (10.297, 14.392, 11.118)
C (10.687, 15.635, 10.540)
C (10.524, 15.824, 9.228)
C (9.990, 14.824, 8.393)
C (9.429, 13.692, 8.996)
C (9.513, 13.472, 10.373)
H (11.056, 16.414, 11.248)
H (10.656, 16.871, 8.847)
H (10.051, 14.971, 7.349)
H (8.927, 12.992, 8.365)
H (9.099, 12.600, 10.891)

Atom charges from the Mulliken analysis, given in e for atoms 1 to 2: atom 1 (Ir): 1.606, atom 2 (C): -1.004

(2)
Here is C4H4N2O in the gas phase from the OMol25 dataset. Energies are from ωB97M-V with the def2-TZVPD basis set.

The structure (SMILES) is [H]/N=C/N1C=C1C=O. The LUMO energy comes out at -0.2 eV. As for the total energy: -339.41527 Ha. The frontier orbital gap is 8.880 eV. Its energy above the lowest of the compared OMol25 structures with the same formula, charge and spin is 104.4 kcal per mole. For the highest occupied orbital energy, the calculation gives -9.04 eV.

CARTESIAN COORDINATES (ANGSTROEM)
H (1.332, -2.148, 0.896)
N (0.767, -1.372, 0.566)
C (1.437, -0.534, -0.104)
N (0.730, 0.498, -0.769)
C (0.174, 1.627, -0.045)
C (-0.645, 0.646, -0.132)
C (-1.917, -0.076, -0.070)
O (-2.154, -1.057, -0.732)
H (2.507, -0.593, -0.330)
H (0.429, 2.663, 0.086)
H (-2.660, 0.347, 0.633)

Atom charges from the Mulliken analysis, given in e for atoms 1 to 2: atom 1 (H): 0.229, atom 2 (N): -0.517

(3)
Here is a 2-piece molecular cluster, C4H9N overall from the OMol25 dataset. Energies are from ωB97M-V with the def2-TZVPD basis set.

The structure (SMILES) is C=NC.C=C. The LUMO energy comes out at 0.9 eV. As for the total energy: -212.46945 Ha. The frontier orbital gap is 10.656 eV. Its energy above the lowest of the compared OMol25 structures with the same formula, charge and spin is 51.3 kcal per mole. For the highest occupied orbital energy, the calculation gives -9.72 eV.

CARTESIAN COORDINATES (ANGSTROEM)
C (-0.631, -1.655, 3.166)
N (-1.175, -0.521, 3.315)
C (-0.693, 0.586, 2.464)
H (-1.017, -2.306, 3.963)
H (0.093, -2.048, 2.448)
H (0.005, 1.208, 3.017)
H (-1.617, 1.128, 2.221)
H (-0.332, 0.222, 1.493)
C (1.307, 0.416, -4.944)
C (1.056, 1.086, -3.824)
H (0.751, -0.476, -5.208)
H (1.998, 0.807, -5.686)
H (0.269, 0.891, -3.115)
H (1.845, 1.732, -3.465)

Atom charges from the Mulliken analysis, given in e for atoms 1 to 2: atom 1 (C): -0.231, atom 2 (N): -0.409

(4)
Here is C4H9FS in the gas phase from the OMol25 dataset. Energies are from ωB97M-V with the def2-TZVPD basis set.

The structure (SMILES) is CSCCCF. The LUMO energy comes out at 0.7 eV. As for the total energy: -655.75852 Ha. The frontier orbital gap is 9.353 eV. Its energy above the lowest of the compared OMol25 structures with the same formula, charge and spin is 66.0 kcal per mole. For the highest occupied orbital energy, the calculation gives -8.61 eV.

CARTESIAN COORDINATES (ANGSTROEM)
C (-2.764, 1.528, 0.477)
S (-1.576, -0.144, 0.199)
C (0.108, -0.225, 1.130)
C (1.374, -0.707, 0.401)
C (1.783, 0.002, -0.908)
F (2.768, -0.560, -1.521)
H (-3.332, 1.502, -0.510)
H (-2.088, 2.497, 0.431)
H (-3.414, 1.182, 1.366)
H (0.146, 0.862, 1.451)
H (-0.302, -0.753, 1.976)
H (2.339, -0.910, 1.121)
H (1.050, -1.792, 0.204)
H (2.072, 0.987, -0.675)
H (0.827, 0.186, -1.446)

Atom charges from the Mulliken analysis, given in e for atoms 1 to 2: atom 1 (C): -0.717, atom 2 (S): -0.137

Among the records above, which one has the lowest total energy? C51H42AsIrNP2S

The lowest total energy belongs to which entry? C51H42AsIrNP2S

Look up the total energy of the second one. -339.41527 Ha

The lowest total energy belongs to which entry? C51H42AsIrNP2S